DFT (ωB97M-V/def2-TZVPD) results for a structure of composition C43H43MnN6O4S3Se.

Geometry as XYZ:
```
101
C43H43MnN6O4S3Se (ωB97M-V/def2-TZVPD)
Mn -0.84 -0.83 0.76
C -5.57 4.58 0.91
C -4.52 3.56 0.56
C -3.61 3.81 -0.44
C -2.60 2.90 -0.80
C -1.77 3.17 -1.90
N -0.83 2.38 -2.30
C -0.05 2.53 -3.51
C -0.83 2.19 -4.79
C -1.81 1.01 -4.60
N -1.24 -0.07 -3.84
C -0.37 -0.97 -4.32
C 0.18 -2.03 -3.56
C 1.02 -2.95 -4.19
C 1.56 -4.05 -3.52
C 2.45 -5.02 -4.23
C 1.22 -4.26 -2.18
C 0.38 -3.39 -1.49
C -0.13 -3.81 -0.21
N -0.90 -3.15 0.56
C -1.60 -3.97 1.56
C -2.43 -3.14 2.51
C -3.40 -2.23 1.76
N -2.81 -0.95 1.32
C -3.60 0.05 1.46
C -3.49 1.37 0.89
C -4.47 2.32 1.18
C -2.46 1.68 -0.04
O -1.46 0.91 -0.21
C -0.13 -2.21 -2.13
O -0.85 -1.38 -1.53
H -5.17 5.59 0.85
H -5.95 4.42 1.92
H -6.41 4.52 0.22
H -3.66 4.75 -0.99
H -1.95 4.07 -2.49
H -0.68 1.57 -1.69
H 0.82 1.88 -3.41
H 0.32 3.56 -3.59
H -0.11 1.95 -5.57
H -1.41 3.05 -5.13
H -2.13 0.66 -5.58
H -2.69 1.36 -4.06
H -1.48 -0.21 -2.86
H -0.09 -0.88 -5.36
H 1.25 -2.79 -5.24
H 2.69 -4.67 -5.23
H 1.97 -5.99 -4.31
H 3.38 -5.16 -3.67
H 1.61 -5.14 -1.67
H 0.08 -4.86 0.04
H -0.90 -4.60 2.12
H -2.27 -4.64 1.01
H -1.79 -2.54 3.15
H -3.00 -3.81 3.15
H -4.27 -2.03 2.40
H -3.76 -2.74 0.87
H -4.53 -0.11 2.00
H -5.22 2.07 1.93
Se -2.23 0.13 4.25
N -0.89 0.65 3.21
C -0.04 1.32 3.99
C 1.18 1.90 3.58
C 1.94 2.57 4.49
C 1.53 2.71 5.85
C 0.36 2.18 6.29
C -0.45 1.46 5.38
N -1.59 0.88 5.69
H 1.51 1.79 2.56
H 2.87 3.01 4.17
H 2.16 3.27 6.53
H 0.03 2.28 7.32
O 0.30 -1.87 2.92
H 0.71 -2.70 2.63
H 1.00 -1.21 2.95
O 1.00 -0.59 0.65
C 2.26 -0.12 0.31
C 2.86 -0.98 -0.82
C 2.90 -0.73 -2.16
C 3.60 -1.71 -2.90
C 4.06 -2.72 -2.12
S 3.66 -2.48 -0.48
C 3.19 -0.26 1.54
C 3.31 -1.33 2.38
C 4.31 -1.16 3.38
C 4.93 0.04 3.29
S 4.33 0.97 1.98
C 2.28 1.36 -0.06
C 1.49 2.33 0.49
C 1.87 3.65 0.13
C 2.96 3.67 -0.68
S 3.53 2.09 -1.03
H 2.46 0.15 -2.61
H 3.76 -1.66 -3.97
H 4.64 -3.59 -2.41
H 2.74 -2.24 2.27
H 4.55 -1.91 4.12
H 5.72 0.44 3.90
H 0.66 2.10 1.14
H 1.36 4.54 0.47
H 3.48 4.52 -1.10
```

Values from the calculation:
gap between HOMO and LUMO (alpha / beta)	6.36 / 5.96	eV
total energy	-7040.6121	Eh
energy above the lowest of the compared OMol25 structures with the same formula, charge and spin	46.74	kJ/mol
net charge	+1
⟨S²⟩	0.89
2S+1	2
HOMO energy (alpha / beta)	-9.587 / -9.202	eV